A cluster of 8 separate species, C42H90BBrFIN5O24P2S in total in a non-equilibrium geometry. Source: the OMol25 dataset; level of theory: ωB97M-V/def2-TZVPD.

Positions of all 168 atoms, in Å:
C (-1.7655, 0.1455, -3.6507)
C (-1.3601, -0.0777, -2.1945)
C (0.0866, 0.3995, -1.9234)
N (0.9241, -0.5343, -1.1767)
N (1.5226, -0.2259, 0.0792)
P (0.0065, 0.2187, 1.1123)
N (-1.1865, -0.7444, 1.0372)
C (2.4408, 1.0124, -0.0235)
P (2.9095, 1.6807, 1.6695)
O (4.4854, 1.2646, 1.7033)
Br (3.0451, 3.8389, 1.0876)
C (3.4300, 0.8050, -1.1848)
B (4.7707, 1.7088, -1.2478)
N (4.6966, 3.0027, -1.8405)
O (5.9892, 1.1711, -0.8762)
N (3.6390, -0.6166, -1.4396)
C (3.6579, -1.6731, -0.4103)
C (3.6830, -2.9357, -1.3174)
C (3.8817, -4.3631, -0.7943)
F (3.2566, -5.2172, -1.7139)
C (4.9794, -1.5309, 0.3741)
S (5.5680, -2.9238, 1.3758)
C (7.3099, -2.4466, 1.4019)
C (7.5799, -1.0769, 2.0343)
C (2.3825, -1.5241, 0.5531)
C (1.4314, -2.7390, 0.7234)
C (0.6159, -3.4740, -0.3421)
C (-0.3235, -4.4762, 0.3352)
I (0.6757, -6.2638, 0.9356)
O (2.9529, -1.2532, 1.7947)
C (2.2414, -1.2525, 3.0496)
C (2.6521, -2.3474, 4.0470)
C (3.9261, -3.1162, 3.7066)
C (2.7283, -1.7461, 5.4783)
C (1.3821, -1.1452, 5.9401)
C (3.8936, -0.7660, 5.6736)
H (-1.1158, -0.4181, -4.3290)
H (-1.7109, 1.2056, -3.9179)
H (-2.7982, -0.1774, -3.8095)
H (-2.0627, 0.4484, -1.5411)
H (-1.4421, -1.1400, -1.9394)
H (0.5823, 0.5794, -2.8905)
H (0.0708, 1.3824, -1.4454)
H (1.4697, -1.1935, -1.7026)
H (0.4633, 0.5428, 2.3839)
H (-0.1678, 1.5104, 0.5802)
H (-1.0954, -1.5218, 0.3957)
H (1.7487, 1.7973, -0.3483)
H (4.9919, 1.7980, 2.3294)
H (2.8840, 1.1827, -2.0706)
H (5.3074, 3.7058, -1.4486)
H (3.7656, 3.3746, -1.9631)
H (6.7122, 1.3970, -1.4706)
H (4.4120, -0.7545, -2.0720)
H (4.4997, -2.7479, -2.0265)
H (2.7838, -2.9326, -1.9372)
H (3.4596, -4.5602, 0.1923)
H (4.9343, -4.6396, -0.7647)
H (4.9694, -0.6203, 0.9712)
H (5.7408, -1.3820, -0.3998)
H (7.7812, -3.2404, 1.9917)
H (7.7271, -2.5110, 0.3915)
H (6.8224, -0.8571, 2.7933)
H (7.5691, -0.2773, 1.2891)
H (8.5530, -1.0732, 2.5324)
H (0.6785, -2.4089, 1.4407)
H (2.0389, -3.4658, 1.2761)
H (-0.0244, -2.7910, -0.9153)
H (1.2173, -4.0160, -1.0616)
H (-0.8044, -4.0796, 1.2318)
H (-1.0896, -4.7947, -0.3707)
H (1.1658, -1.3595, 2.9180)
H (2.3990, -0.2649, 3.4959)
H (1.8450, -3.0941, 4.1022)
H (3.8611, -3.5872, 2.7174)
H (4.8302, -2.5039, 3.7407)
H (4.0284, -3.9224, 4.4414)
H (2.9338, -2.6096, 6.1246)
H (0.7418, -0.8124, 5.1161)
H (1.5315, -0.3035, 6.6227)
H (0.8007, -1.8904, 6.4932)
H (3.8443, 0.0885, 4.9838)
H (3.8548, -0.3456, 6.6833)
H (4.8660, -1.2477, 5.5536)
C (4.4520, 3.9669, -5.0465)
O (4.5983, 5.1087, -5.8915)
C (4.1739, 6.2390, -5.3231)
O (3.7121, 6.3264, -4.2128)
O (4.3462, 7.2347, -6.1787)
C (3.9289, 8.5190, -5.6953)
H (4.8225, 3.1194, -5.6164)
H (5.0336, 4.0884, -4.1378)
H (3.4028, 3.8148, -4.7938)
H (4.4951, 8.7930, -4.8076)
H (2.8659, 8.5105, -5.4634)
H (4.1344, 9.2122, -6.5041)
C (-4.7853, -0.4209, -0.1527)
O (-4.7278, 0.4308, -1.3064)
C (-5.8672, 0.5067, -1.9974)
O (-6.8871, -0.0676, -1.7323)
O (-5.6712, 1.3229, -3.0314)
C (-6.8216, 1.4896, -3.8735)
H (-3.7928, -0.3739, 0.2891)
H (-5.5200, -0.0680, 0.5682)
H (-5.0156, -1.4445, -0.4443)
H (-7.6512, 1.9079, -3.3075)
H (-7.1224, 0.5385, -4.3072)
H (-6.5178, 2.1770, -4.6563)
C (-0.2624, -5.8845, -3.0999)
O (-0.3161, -4.5076, -3.5076)
C (-1.4045, -4.1998, -4.2169)
O (-2.2867, -4.9582, -4.5103)
O (-1.3603, -2.9010, -4.5207)
C (-2.4850, -2.4538, -5.2945)
H (0.6612, -5.9894, -2.5368)
H (-1.1162, -6.1256, -2.4679)
H (-0.2535, -6.5475, -3.9619)
H (-3.4114, -2.6060, -4.7442)
H (-2.5324, -2.9908, -6.2391)
H (-2.3176, -1.3961, -5.4708)
C (3.9400, -4.3701, 11.0048)
O (3.7927, -4.5513, 9.5896)
C (4.3943, -5.6416, 9.1172)
O (5.0221, -6.4367, 9.7606)
O (4.1806, -5.6991, 7.8011)
C (4.7761, -6.8349, 7.1631)
H (3.4042, -3.4553, 11.2378)
H (3.5068, -5.2105, 11.5431)
H (4.9909, -4.2726, 11.2689)
H (4.3726, -7.7600, 7.5694)
H (5.8575, -6.8238, 7.2844)
H (4.5210, -6.7485, 6.1108)
C (-10.5599, 2.1476, -8.8573)
O (-11.4920, 2.2135, -7.7729)
C (-11.0297, 1.7421, -6.6193)
O (-9.9301, 1.2878, -6.4333)
O (-11.9884, 1.8549, -5.7047)
C (-11.6279, 1.3749, -4.4052)
H (-11.0816, 2.5631, -9.7134)
H (-9.6717, 2.7355, -8.6334)
H (-10.2740, 1.1158, -9.0524)
H (-10.7812, 1.9352, -4.0125)
H (-11.3769, 0.3168, -4.4439)
H (-12.5040, 1.5329, -3.7846)
C (-5.4312, 3.7918, 2.2848)
O (-5.9781, 3.5064, 3.5760)
C (-6.1170, 2.2116, 3.8408)
O (-5.7952, 1.3052, 3.1156)
O (-6.6744, 2.0843, 5.0406)
C (-6.8979, 0.7309, 5.4514)
H (-5.3737, 4.8732, 2.2152)
H (-4.4360, 3.3617, 2.1852)
H (-6.0774, 3.3979, 1.5021)
H (-5.9562, 0.1876, 5.5047)
H (-7.5693, 0.2280, 4.7583)
H (-7.3516, 0.7979, 6.4349)
C (-4.0333, 8.8838, -0.1065)
O (-3.0085, 8.2413, -0.8785)
C (-2.7474, 6.9948, -0.5164)
O (-3.2777, 6.3826, 0.3734)
O (-1.7867, 6.5149, -1.3119)
C (-1.3993, 5.1755, -1.0107)
H (-4.1250, 9.8816, -0.5223)
H (-4.9737, 8.3451, -0.2019)
H (-3.7442, 8.9339, 0.9411)
H (-2.2462, 4.4967, -1.1040)
H (-0.9918, 5.1134, -0.0016)
H (-0.6329, 4.9256, -1.7402)

As for the net charge: +1. As for the largest force on an atom: 1.47 eV/A. For the HOMO energy, the calculation gives -10.52 eV. The total energy is -212548.3121 eV. Its spin multiplicity is 1. Its frontier orbital gap is 8.116 eV. For the LUMO energy, the calculation gives -0.0884 Eh.

Atomic partial charges in e from the Mulliken method, atoms 1 to 99: number 1, C, carries -1.89; number 2, C, carries 0.58; number 3, C, carries -1.21; number 4, N, carries 0.01; number 5, N, carries 0.46; number 6, P, carries 0.55; number 7, N, carries -0.68; number 8, C, carries -0.06; number 9, P, carries 0.35; number 10, O, carries -0.46; number 11, Br, carries -0.28; number 12, C, carries -1.34; number 13, B, carries 0.44; number 14, N, carries -0.45; number 15, O, carries -0.35; number 16, N, carries -0.15; number 17, C, carries 1.14; number 18, C, carries -1.99; number 19, C, carries -0.38; number 20, F, carries -0.38; number 21, C, carries -1.07; number 22, S, carries -0.08; number 23, C, carries -0.52; number 24, C, carries -0.84; number 25, C, carries -0.68; number 26, C, carries 0.31; number 27, C, carries 0.18; number 28, C, carries -1.67; number 29, I, carries -0.01; number 30, O, carries -0.27; number 31, C, carries -0.99; number 32, C, carries 0.29; number 33, C, carries -1.53; number 34, C, carries 0.42; number 35, C, carries -1.43; number 36, C, carries -1.45; number 37, H, carries 0.45; number 38, H, carries 0.41; number 39, H, carries 0.41; number 40, H, carries 0.25; number 41, H, carries -0.13; number 42, H, carries 0.44; number 43, H, carries 0.47; number 44, H, carries 0.15; number 45, H, carries 0.11; number 46, H, carries -0.06; number 47, H, carries 0.30; number 48, H, carries 0.91; number 49, H, carries 0.35; number 50, H, carries 0.53; number 51, H, carries 0.18; number 52, H, carries 0.22; number 53, H, carries 0.24; number 54, H, carries 0.71; number 55, H, carries 0.67; number 56, H, carries 0.57; number 57, H, carries 0.05; number 58, H, carries 0.46; number 59, H, carries -0.37; number 60, H, carries 1.19; number 61, H, carries 0.53; number 62, H, carries 0.34; number 63, H, carries 0.10; number 64, H, carries 0.12; number 65, H, carries 0.42; number 66, H, carries 0.96; number 67, H, carries 0.23; number 68, H, carries -0.45; number 69, H, carries -0.14; number 70, H, carries 0.69; number 71, H, carries 0.66; number 72, H, carries -0.09; number 73, H, carries 0.65; number 74, H, carries 0.43; number 75, H, carries 0.29; number 76, H, carries 0.31; number 77, H, carries 0.32; number 78, H, carries 0.53; number 79, H, carries 0.26; number 80, H, carries 0.41; number 81, H, carries 0.35; number 82, H, carries 0.15; number 83, H, carries 0.53; number 84, H, carries 0.32; number 85, C, carries -0.53; number 86, O, carries -0.33; number 87, C, carries 0.78; number 88, O, carries -0.57; number 89, O, carries -0.33; number 90, C, carries -0.62; number 91, H, carries 0.29; number 92, H, carries 0.25; number 93, H, carries 0.25; number 94, H, carries 0.30; number 95, H, carries 0.30; number 96, H, carries 0.21; number 97, C, carries -0.53; number 98, O, carries -0.10; number 99, C, carries 0.60